# 1
13
Properties=species:S:1:pos:R:3 method="wB97M-V/def2-TZVPD" e_lumo_ev="0.51 / -2.64" e_homo_ha="-0.25758 / -0.32520" spin_multiplicity=3 energy_ha=-990.226486 total_charge=0 homo_lumo_gap_ev="7.5 / 6.2" fmax_ha_per_bohr=0.08150
C -0.046 1.658 0.457
C -0.690 1.014 -0.339
C -0.130 -0.329 2.530
C -1.347 0.211 -1.331
C 0.203 -1.727 2.077
S -1.081 1.065 2.999
S 1.612 -0.798 3.125
H -1.975 0.777 -1.914
H -2.030 -0.590 -0.935
H -0.588 -0.314 -1.827
H 0.612 -2.199 1.154
H 0.527 1.902 1.238
H -0.363 -2.330 2.687


# 2
11
Properties=species:S:1:pos:R:3 method="wB97M-V/def2-TZVPD" e_lumo_ev=-0.01 e_homo_ha=-0.36872 energy_ha=-434.563171 total_charge=0 homo_lumo_gap_ev=10.0 smiles="O=Cn1occc1=O" fmax_ha_per_bohr=0.09105
C 1.857 0.824 0.108
C -0.702 -1.393 0.156
C -1.542 -0.412 -0.127
C -0.691 0.908 -0.136
H 1.945 1.947 -0.139
H -1.168 -2.506 0.396
H -2.657 -0.583 -0.159
N 0.632 0.285 -0.185
O 2.640 -0.063 -0.002
O 0.621 -1.113 -0.046
O -0.936 2.106 0.134